Entry 1:
Density functional theory data (wB97M-V/def2-TZVPD) for a molecular structure, C8H8AuF9N3O8S3.

## Properties
- energy relative to the best compared isomer or geometry (same formula, charge and spin) (kJ/mol) = 0.0
- HOMO (eV) = -7.291
- total charge = -1
- maximum force (Eh/bohr) = 0.00908
- calculated total energy (Ha) = -3304.98022
- gap between HOMO and LUMO (eV) = 9.5

Atoms and positions in Å:
Au -1.260 1.565 1.864
F 1.771 -4.458 -1.242
C 1.740 -3.135 -1.078
F 2.481 -2.583 -2.053
F 2.318 -2.845 0.096
S 0.022 -2.470 -1.162
O 0.216 -1.055 -0.970
O -0.428 -2.925 -2.443
N -0.703 -3.234 -0.025
S -0.948 -2.737 1.451
O -0.852 -3.827 2.372
O -0.348 -1.476 1.767
C -2.750 -2.360 1.367
F -2.980 -1.395 0.471
F -3.454 -3.440 1.017
F -3.178 -1.941 2.559
F -6.484 2.580 2.270
C -5.434 1.756 2.380
F -5.209 1.202 1.185
F -5.750 0.786 3.240
S -3.961 2.696 2.954
O -3.708 3.655 1.914
O -4.311 3.168 4.259
O -2.956 1.582 3.004
N 0.395 1.526 0.795
C 1.175 1.411 -0.041
N 2.132 1.324 -0.930
C 3.381 0.638 -0.569
C 4.497 1.259 -1.388
O 4.214 1.203 -2.773
C 3.023 1.904 -3.090
C 1.831 1.312 -2.369
H 3.290 -0.426 -0.789
H 3.563 0.768 0.497
H 5.425 0.711 -1.235
H 4.642 2.303 -1.078
H 2.889 1.819 -4.167
H 3.137 2.964 -2.826
H 1.644 0.285 -2.689
H 0.927 1.893 -2.546

These are the Löwdin partial charges, in e, on atoms 1 to 4: Au 0.8369; F 0.1329; C -0.6727; F 0.1075

=====

Entry 2:
Density functional theory data (wB97M-V/def2-TZVPD) for a molecular structure, C14H43HgO8 in a non-equilibrium geometry.

## Properties
- energy relative to the best compared isomer or geometry (same formula, charge and spin) (kJ/mol) = 0.0
- HOMO (eV) = -11.953
- total charge = +1
- maximum force (Eh/bohr) = 0.04928
- calculated total energy (Ha) = -1314.17410
- gap between HOMO and LUMO (eV) = 6.5

Atoms and positions in Å:
Hg -0.253 1.361 1.796
O -0.450 -0.286 0.234
H -0.786 0.181 -0.556
C 1.334 -4.775 0.887
C 0.759 -3.556 0.253
O 0.496 -2.619 1.287
H 1.530 -5.523 0.120
H 0.622 -5.188 1.601
H 2.222 -4.615 1.499
H -0.141 -3.779 -0.319
H 1.440 -3.028 -0.414
H 0.012 -1.935 0.819
C 3.601 1.003 1.694
C 2.618 0.873 0.551
O 1.709 1.925 0.704
H 4.124 1.958 1.640
H 4.340 0.202 1.692
H 3.108 0.924 2.663
H 2.156 -0.106 0.677
H 3.142 0.970 -0.400
H 2.186 2.716 0.441
C 2.095 -1.815 4.422
C 1.028 -0.675 4.367
O 0.814 -0.347 2.999
H 2.224 -2.371 5.351
H 3.041 -1.312 4.221
H 1.895 -2.525 3.620
H 1.272 0.168 5.013
H 0.064 -0.981 4.774
H 0.547 -1.170 2.583
C -0.451 1.788 -2.988
C -1.967 2.052 -3.177
O -2.491 2.449 -1.909
H -0.311 0.860 -2.434
H -0.027 2.675 -2.518
H 0.032 1.717 -3.963
H -2.415 1.113 -3.503
H -2.108 2.801 -3.956
H -3.413 2.680 -2.045
C -0.660 5.029 0.316
C -1.839 4.230 0.831
O -1.529 2.872 0.537
H 0.278 4.764 0.804
H -0.898 6.092 0.356
H -0.469 4.883 -0.747
H -2.762 4.513 0.325
H -1.927 4.452 1.895
H -1.902 2.689 -0.328
C 2.341 -1.622 -3.758
C 1.747 -1.023 -2.456
O 0.390 -1.572 -2.356
H 1.545 -1.511 -4.495
H 2.446 -2.705 -3.708
H 3.279 -1.147 -4.046
H 1.761 0.058 -2.595
H 2.298 -1.196 -1.531
H -0.073 -1.170 -1.618
C -5.055 -1.735 -0.769
C -3.867 -0.819 -0.560
O -2.832 -1.588 -0.063
H -5.980 -1.181 -0.932
H -5.192 -2.460 0.033
H -4.828 -2.405 -1.597
H -4.089 -0.033 0.162
H -3.686 -0.246 -1.470
H -2.096 -0.981 0.047

These are the Löwdin partial charges, in e, on atoms 1 to 4: Hg 1.3331; O -0.3857; H -0.0248; C -0.0784